Formula: C30H85N5O15
Source: the OMol25 dataset
Level of theory: wB97M-V/def2-TZVPD

Orbital gap = 0.31660 Ha
SMILES = COCCNCCOC.COCCNCCOC.COCCNCCOC.COCCNCCOC.COCCNCCOC.O.O.O.O.O
Maximum force = 1.73 eV/A
LUMO = 0.401 eV
E_HOMO = -8.2140 eV

Geometry as ORCA input:
```
! RIJCOSX wB97M-V def2-TZVPD def2/J DEFGRID3
* xyz 0 1
H 2.035 2.963 -4.301
O 4.317 6.497 7.283
C 1.279 5.792 6.204
H -3.564 1.138 -0.924
C 2.714 4.803 7.999
H -6.204 -2.429 -5.460
H -1.611 3.494 4.933
H 0.758 -2.992 3.196
H 1.276 6.268 8.231
O 0.880 -5.661 2.502
H -3.616 3.386 1.571
O -5.042 -2.017 2.284
H 0.865 0.225 -1.105
H 1.535 -5.819 3.193
C 0.521 4.664 5.497
C -0.038 4.630 -7.675
H -5.866 -2.101 -9.365
O -3.082 1.012 4.109
H -3.038 -2.596 -3.345
C 0.539 4.468 -6.282
H 3.889 -7.975 2.277
N 1.513 5.514 7.607
N -4.431 -1.365 -5.777
H 5.629 -5.834 0.866
C 5.591 7.076 7.430
H -4.747 -3.873 -6.472
H -2.168 4.601 3.657
C -4.833 -1.870 -9.067
H -0.188 5.699 -7.864
O -5.866 3.528 2.466
H -2.480 0.164 -5.005
H -5.351 0.362 -4.958
O 4.324 -2.011 3.819
H 1.343 -5.884 1.686
C 3.949 -3.400 3.783
C 4.869 -4.150 2.837
O -0.481 5.214 4.668
H 2.467 4.321 -9.706
H 4.791 4.864 8.463
H -6.157 -3.624 -7.589
H -4.196 -1.723 -9.931
H 0.163 -3.338 0.784
C 0.754 0.063 -2.184
H 2.800 4.132 -7.970
C 3.973 5.583 8.319
H 1.202 2.562 -6.481
H 6.274 -1.990 4.703
N -2.453 -1.124 1.351
H -6.332 -1.291 -6.774
H -1.553 -2.102 -2.544
H -4.325 0.811 0.607
H -5.519 3.277 3.331
H -5.437 -2.121 1.414
C 5.084 -6.304 1.697
H 1.290 -0.857 -2.426
H 5.535 7.980 6.824
C -3.339 0.883 0.123
H -3.524 3.423 -0.216
C -5.629 -1.979 -6.280
H -3.252 -1.115 -0.608
C 2.113 4.561 -8.705
H -0.333 0.007 -2.283
H 5.806 7.382 8.463
H 0.409 3.516 -3.800
H -3.379 1.170 -3.831
C -1.749 -2.420 1.189
H 3.135 -9.492 0.352
O -2.502 1.824 0.735
H 2.473 -4.527 -1.185
C -1.286 4.194 4.147
C -2.246 -1.842 -3.347
H -2.181 3.850 0.746
H -0.977 4.086 -7.745
H -0.533 -1.868 3.641
N 4.177 -5.314 2.289
H -0.123 -1.939 -0.137
C 4.320 -7.559 1.356
H -6.785 3.764 2.630
H 0.078 3.996 6.248
H 2.076 5.644 -8.558
H 3.594 -4.944 1.540
H 0.838 0.751 -4.874
H -0.876 3.432 3.465
H 1.159 -1.426 3.734
C -5.253 -3.191 -7.148
H -2.466 0.950 3.369
H -0.068 5.005 -5.548
H -3.770 0.367 3.903
H 2.947 -3.423 3.353
O 3.317 -7.381 0.369
H -5.042 -0.935 -3.860
C 0.424 -1.948 3.119
H 0.620 6.653 6.083
H -4.947 -0.901 -8.556
C -2.650 -0.473 0.032
N 0.577 3.073 -5.869
C -0.260 -2.326 0.881
H -1.822 -2.863 2.185
H 5.847 -6.550 2.439
O 0.438 -1.523 1.784
H 2.322 -5.855 -0.437
H -0.496 1.339 -3.992
O -4.355 -2.855 -8.190
C 0.592 1.453 -4.060
H -1.673 -1.814 -4.281
C -3.271 0.171 -4.249
H 3.888 6.200 9.223
H -1.716 -0.529 1.737
O 2.364 -4.897 -0.303
H 3.948 -3.774 4.807
O -2.740 -0.540 -3.126
H 4.934 -2.181 5.811
C 0.957 2.869 -4.488
H -2.304 -3.096 0.537
H 2.519 4.199 8.891
C -3.006 3.130 0.703
H 1.579 -8.527 0.395
C -4.595 -0.397 -4.703
H -4.156 -1.629 2.112
H 2.238 6.021 5.729
H 2.848 4.078 7.192
C 5.229 -1.704 4.871
H 1.204 3.972 4.984
H -3.898 -0.990 -6.551
H 2.582 -8.646 -1.027
H 4.968 -8.386 1.031
O 1.326 1.152 -2.891
O 0.789 4.044 -8.678
H 5.180 -3.468 2.036
H -1.655 -0.227 -0.355
H 5.139 -0.618 4.917
H 6.405 6.417 7.114
H 5.753 -4.476 3.395
C 2.618 -8.575 0.067
H 1.546 4.911 -6.232
*
```



Formula: C20H24Cl2N2O2
Source: the OMol25 dataset
Level of theory: wB97M-V/def2-TZVPD

Orbital gap = 0.33102 Ha
SMILES = Clc1cccc(OCCN2CCN(CCOc3cccc(Cl)c3)CC2)c1
Maximum force = 0.64 eV/A
LUMO = 0.720 eV
E_HOMO = -8.2874 eV

Geometry as ORCA input:
```
! RIJCOSX wB97M-V def2-TZVPD def2/J DEFGRID3
* xyz 0 1
H 5.877 1.372 -0.451
C 4.984 1.953 -0.285
N 0.755 -1.745 0.439
C -0.104 -0.836 1.185
C -1.259 -2.989 -0.213
C 2.951 -0.748 1.067
H -4.211 -0.552 1.467
C 3.775 4.028 -0.397
H -0.991 -3.833 0.448
C -4.408 -1.253 0.650
H -2.886 -0.714 -2.732
C -3.234 0.191 -0.827
H 1.833 1.604 0.937
H 5.793 3.771 -1.047
C -2.840 1.199 0.050
C 2.685 3.389 0.162
Cl -0.670 0.677 -3.846
C -2.569 0.054 -2.045
H -1.794 -3.377 -1.081
C 3.875 1.313 0.276
H 0.427 -0.494 2.075
H 3.725 5.073 -0.656
C -1.100 1.881 -1.472
H -3.738 -3.162 -0.050
C 1.950 -1.078 -0.047
C 2.714 2.047 0.504
C 0.013 -2.297 -0.686
H -3.561 -2.946 1.707
H -5.441 -1.601 0.728
H 2.450 -1.747 -0.751
O 4.044 0.000 0.573
H -3.362 1.349 0.983
H 2.476 -0.218 1.899
H -0.269 2.522 -1.718
O -4.307 -0.626 -0.610
C -1.783 2.029 -0.276
H -1.126 -2.363 2.317
C -3.448 -2.453 0.728
C -1.383 -1.536 1.630
H -1.482 2.807 0.409
H -0.266 -1.505 -1.401
C -1.512 0.890 -2.348
H -0.379 0.038 0.570
H -2.007 -0.820 2.167
H 0.652 -3.022 -1.195
H 1.697 -0.152 -0.595
H 3.388 -1.670 1.455
N -2.092 -2.021 0.467
C 4.929 3.291 -0.614
Cl 1.229 4.279 0.448
*
```



Formula: C6H13N2O4S3SbV
Source: the OMol25 dataset
Level of theory: wB97M-V/def2-TZVPD

Orbital gap (spin up / spin down) = 0.26183 / 0.24129 Ha
Maximum force = 0.42 eV/A
LUMO (spin up / spin down) = -0.494 / -1.329 eV
E_HOMO (spin up / spin down) = -7.6187 / -7.8951 eV

Geometry as ORCA input:
```
! RIJCOSX wB97M-V def2-TZVPD def2/J DEFGRID3
* xyz 0 4
V -0.312 -0.056 -1.157
O 0.332 0.364 0.838
C -0.798 2.081 2.131
S -0.944 -1.816 -2.757
Sb -1.349 -2.595 -0.425
C 2.734 0.088 -1.187
O -0.909 1.755 -0.281
O -1.802 1.218 2.671
H 0.117 2.577 4.011
H 4.733 -0.209 -1.134
H -2.180 1.648 3.445
C -0.426 1.372 0.826
H 1.207 2.742 2.631
S -2.051 -0.071 -2.698
H -2.235 3.388 1.201
H 3.646 1.603 -0.157
C 0.409 2.131 3.058
N 2.852 1.360 -0.725
H 3.955 -2.033 -2.876
S 0.511 -3.794 -0.075
C 3.815 -2.016 -1.795
O 1.641 -0.379 -1.563
N 3.844 -0.656 -1.275
H 0.787 1.126 3.232
H 4.604 -2.592 -1.316
H 1.988 1.816 -0.485
C -1.369 3.461 1.855
H -1.664 3.928 2.798
H 2.854 -2.466 -1.554
H -0.628 4.104 1.378
*
```



Formula: C25H35AuCl3N4O3SSe2
Source: the OMol25 dataset
Level of theory: wB97M-V/def2-TZVPD

Orbital gap (spin up / spin down) = 0.22661 / 0.17791 Ha
Maximum force = 2.78 eV/A
LUMO (spin up / spin down) = -3.516 / -5.709 eV
E_HOMO (spin up / spin down) = -9.6818 / -10.5504 eV

Geometry as ORCA input:
```
! RIJCOSX wB97M-V def2-TZVPD def2/J DEFGRID3
* xyz 1 3
C -1.590 2.896 -3.311
H -1.836 3.592 0.140
H -3.405 -6.059 0.949
N 3.085 -4.799 -0.006
C 2.689 2.816 -0.772
H -2.977 6.001 -3.212
H -0.003 5.697 0.640
C 5.099 2.179 -1.626
H 3.916 -5.395 0.052
H 1.541 -0.365 0.971
H -3.010 -3.975 2.901
C -0.445 3.142 -2.524
C 0.650 4.842 0.513
H -4.937 -2.195 0.138
H 2.386 -5.264 -0.622
C -2.528 3.890 -3.559
C -0.220 4.392 -1.930
C -1.178 5.423 -2.181
H 1.521 3.128 2.710
H 4.581 -3.612 1.403
C -1.188 3.213 0.925
H -6.683 -3.527 2.297
C 3.700 -1.681 1.429
N 0.073 3.707 1.176
O 2.218 4.073 -1.321
Cl -3.889 3.688 -4.621
H 2.596 -2.900 -0.622
H 2.483 2.856 -3.602
H -2.235 1.560 2.037
Cl 5.886 1.951 -0.177
H 1.980 -2.954 1.832
H 3.543 -0.871 0.694
H 2.523 -1.920 3.234
Cl -0.923 7.044 -1.637
C 3.509 -3.472 -0.441
H 5.289 -2.471 0.236
N 1.296 -1.010 1.745
N -0.300 2.060 2.632
S 5.959 2.021 -3.152
H 4.081 -3.475 -1.388
H -5.965 -4.655 -0.164
H 1.578 5.092 1.027
C -5.793 -4.565 0.911
C -1.396 2.199 1.843
C -4.364 -4.060 1.184
C 0.572 2.964 2.261
C -2.325 5.169 -2.950
H 1.873 2.086 -0.745
C -4.097 -2.570 0.757
H 1.223 5.778 -1.270
Se -1.432 -4.420 0.484
Se -2.440 -2.328 -0.337
C 4.348 -2.837 0.653
H -4.864 -3.393 4.330
H 3.166 2.946 0.212
H -5.823 -5.596 1.322
H 4.409 -1.273 2.168
H 0.302 2.330 -2.513
C 0.999 4.724 -1.020
C 4.556 2.341 -4.018
O -6.882 -3.816 1.375
O -4.917 -3.238 3.390
H 0.852 -0.402 2.513
H -3.668 -5.113 -0.546
C 2.390 -1.929 2.140
H -4.242 -5.173 3.132
C 3.428 2.538 -3.223
Au 0.093 -2.553 0.923
C -4.064 -4.182 2.715
H -1.667 1.911 -3.778
H -4.085 -1.981 1.668
C -3.422 -5.043 0.518
H 4.663 2.410 -5.069
C 3.738 2.416 -1.840
*
```